1.
Formula: C54H45BrIN4O4Rb
Source: OMol25
Level of theory: the ωB97M-V functional and the def2-TZVPD basis

Calculated values
Frontier orbital gap ... 5.732 eV
DFT total energy ... -149678.6222 eV
Net charge ... -2
Energy relative to the best compared isomer or geometry (same formula, charge and spin) ... 0.0 kcal/mol

The geometry in XYZ format:
```
110
Properties=species:S:1:pos:R:3:forces:R:3:mulliken_charge:R:1
I 4.3059 1.3660 -1.5367 0.06 0.05 0.01 0.286
Rb 1.5045 -0.7264 -0.2871 0.60 -0.11 0.19 0.355
Br 5.9541 4.0567 0.1221 -0.03 -0.01 0.01 -0.197
O -0.8110 -1.1403 0.8708 -0.15 0.11 0.05 -0.523
O 0.3405 1.0659 -2.2957 -0.16 -0.06 0.01 -0.734
O -2.9050 1.5974 1.0946 0.01 -0.02 -0.04 -0.491
O -1.1954 2.5371 0.0077 0.00 0.02 -0.02 -0.093
N 2.7803 -1.9312 -2.6314 -0.13 0.09 -0.19 0.102
N 3.6455 -1.1202 1.6632 0.03 -0.13 0.21 0.042
N 4.0916 -3.5638 -1.4755 -0.05 0.01 -0.21 -1.089
N 3.8525 -2.8504 -0.4643 0.07 0.06 0.24 1.086
C 2.4262 -0.8015 3.7779 -0.05 0.04 0.04 0.213
C 3.2366 -0.3331 2.7312 -0.01 0.03 -0.14 -0.239
C 1.9255 0.0652 4.7383 0.02 -0.04 -0.03 -0.623
C -3.0431 -4.3356 -0.3113 -0.04 0.03 -0.01 -0.842
C 2.1393 -2.2704 -4.9062 -0.01 0.02 0.00 -0.861
C -3.5420 -1.1370 -3.8726 0.02 0.00 0.03 -0.923
C -4.3284 -4.1921 -0.8258 0.06 0.02 0.02 -0.442
C -4.9204 -2.9395 -0.8076 0.03 0.02 0.01 -0.997
C 3.3897 3.0993 -0.8157 -0.02 0.05 -0.02 -0.889
C -1.8219 2.4990 1.2654 -0.02 -0.03 0.00 1.942
C -2.4628 0.5647 0.1959 0.04 0.03 -0.01 -0.133
C -4.2410 -1.8471 -0.2759 -0.07 0.00 -0.02 0.498
C -3.2959 4.1849 -2.8267 0.03 -0.01 -0.01 -1.242
C 4.0739 4.1204 -0.1636 0.02 -0.06 -0.01 0.351
C -3.4339 -0.8101 5.0729 0.00 0.01 -0.03 -0.683
C 3.4672 -3.9081 -3.7723 0.01 -0.04 -0.05 -0.438
C -1.1034 -1.2798 -2.5973 -0.08 0.05 -0.02 0.468
C -2.8931 -2.3586 -3.7847 0.01 0.02 0.01 -0.696
C 2.0273 5.3391 0.1158 0.02 -0.03 -0.01 -0.810
C -2.9751 0.0054 -3.3152 -0.01 -0.01 0.02 0.133
C -2.3695 -3.2404 0.2043 0.00 -0.01 -0.02 -0.188
C -2.8227 3.0096 -2.2617 0.01 0.00 -0.02 0.095
C -2.6365 -0.7969 2.3823 -0.11 -0.01 -0.02 0.207
C -3.9521 -0.5055 2.7406 0.03 -0.02 0.00 -0.273
C -2.9539 -1.9746 0.2360 0.00 -0.03 0.07 -0.320
C -2.1203 -0.8396 0.9115 0.03 -0.03 -0.11 1.455
C 3.4155 -3.0998 -2.6376 0.05 0.04 0.17 -0.044
C 3.0057 1.9051 3.6559 0.00 -0.02 -0.01 -0.500
C -0.9998 1.1761 -2.0488 0.05 0.01 0.06 2.480
C -1.5891 2.4752 -2.6392 -0.01 -0.02 -0.03 0.110
C 3.3980 5.2363 0.3073 -0.01 0.00 -0.03 -0.414
C -2.1231 -1.1029 4.7257 0.00 -0.01 -0.04 -0.544
C -1.7440 -0.0430 -2.6651 0.03 -0.02 0.00 -0.660
C -1.2254 1.1910 -0.4865 -0.08 0.04 -0.01 0.863
C 4.8220 -2.7204 3.0936 0.03 -0.02 -0.02 -0.538
C -0.8400 3.1598 -3.5849 -0.01 0.03 -0.03 -0.593
C -1.6643 -2.4239 -3.1397 -0.04 0.03 0.03 -0.784
C 2.8161 -3.4824 -4.9163 0.02 -0.02 0.01 -0.342
C -1.3079 4.3389 -4.1567 -0.01 -0.02 0.02 -0.889
C 4.2437 -2.2789 1.8400 0.05 0.01 -0.06 0.312
C -1.7320 -1.0974 3.3905 -0.02 0.00 0.05 -0.364
C 5.5591 -3.8600 3.1907 -0.01 -0.01 -0.03 -0.651
C 3.5045 1.0455 2.6908 0.00 -0.02 -0.03 -0.267
C -2.3833 3.8716 1.5637 -0.01 0.04 -0.01 -2.161
C -4.3506 -0.5107 4.0690 0.04 -0.01 -0.01 -0.772
C 2.2142 1.4236 4.6928 0.00 0.00 -0.03 -0.587
C 5.7868 -4.7065 2.0743 -0.02 0.04 0.03 -0.798
C -0.8576 2.0140 2.3407 0.04 0.02 0.05 -1.151
C -2.5396 4.8574 -3.7821 0.02 -0.03 0.02 -0.575
C 1.3402 4.3279 -0.5393 0.05 0.01 0.05 -0.430
C 2.1516 -1.5254 -3.7350 0.05 -0.04 0.08 -0.246
C 4.4570 -3.1849 0.7258 -0.01 0.00 -0.05 0.073
C 5.2366 -4.3525 0.8748 -0.02 0.03 0.00 -0.448
C 2.0147 3.2036 -0.9992 -0.01 0.10 0.04 0.493
H 1.6233 -0.5751 -3.6536 0.00 0.00 0.00 0.488
H -0.7023 4.8590 -4.8912 0.00 0.00 0.00 0.380
H 4.6975 -2.0947 3.9670 -0.03 0.03 -0.02 0.322
H -3.5030 0.9460 -3.4066 0.01 -0.01 -0.01 0.482
H -2.9039 5.7802 -4.2195 -0.01 0.00 0.00 0.364
H -0.4692 1.0235 2.0946 -0.01 0.02 -0.01 -0.302
H -3.3427 -3.2527 -4.2007 0.00 0.00 0.00 0.324
H -3.7406 -0.8125 6.1131 -0.01 0.00 0.00 0.356
H 5.9896 -4.1179 4.1537 0.01 -0.03 -0.01 0.359
H -1.5669 4.5918 1.6421 -0.01 0.00 0.00 0.264
H -4.8528 -5.0432 -1.2456 -0.01 0.00 0.00 0.356
H -0.7145 -1.3117 3.0850 -0.01 0.00 0.01 0.387
H 3.2230 2.9652 3.5849 0.00 0.00 0.00 0.412
H -3.0498 4.1696 0.7539 0.00 0.00 0.01 0.429
H 6.3746 -5.6102 2.1749 0.00 0.00 0.02 0.352
H -2.9328 3.8536 2.5058 0.00 -0.01 -0.01 0.406
H 4.0042 -4.8461 -3.7243 -0.01 0.00 -0.01 0.476
H -4.7425 -0.8859 -0.2745 0.01 0.00 0.00 0.257
H 0.2687 4.3737 -0.6833 0.00 0.01 0.00 0.527
H -0.3690 0.6790 -0.0869 -0.11 -0.07 0.07 -1.625
H 4.1014 1.4192 1.8658 0.01 0.02 0.02 0.314
H -1.3602 -3.3198 0.5888 -0.01 0.01 0.00 0.411
H -4.5022 -1.0669 -4.3725 0.00 0.00 0.00 0.403
H -3.4119 2.5136 -1.4982 0.01 0.01 -0.01 0.378
H 1.6028 -1.9084 -5.7729 0.00 -0.01 0.00 0.457
H -5.9144 -2.8002 -1.2186 0.00 -0.01 0.00 0.359
H -5.3779 -0.2756 4.3257 -0.01 0.00 0.00 0.398
H -4.6727 -0.2577 1.9703 0.00 0.00 0.03 0.261
H 5.3694 -4.9715 -0.0029 -0.01 0.00 0.00 0.403
H -1.3964 -1.3341 5.4976 0.00 0.00 0.00 0.387
H 1.2765 -0.3222 5.5159 0.00 0.00 0.00 0.250
H -0.0201 2.7111 2.4245 0.00 -0.01 -0.01 0.455
H -1.3675 1.9440 3.3040 0.00 0.00 -0.01 0.367
H -1.1475 -3.3720 -3.0443 0.00 0.01 -0.01 0.543
H 1.5013 6.2105 0.4869 0.00 0.00 0.00 0.381
H 2.1566 -1.8512 3.8000 0.01 0.00 0.00 0.477
H -3.2694 0.4241 -0.5218 -0.03 0.00 0.00 0.302
H 0.1271 2.7392 -3.8342 -0.02 0.01 -0.01 0.465
H -2.5604 -5.3070 -0.3228 0.00 0.00 0.00 0.398
H -4.2531 4.5859 -2.5109 0.00 0.00 0.00 0.404
H -0.1412 -1.3270 -2.1153 -0.11 -0.05 -0.13 -0.355
H 3.9512 6.0141 0.8163 -0.01 0.00 0.01 0.378
H 2.8285 -4.0949 -5.8107 0.01 -0.01 0.00 0.342
H 1.8034 2.0987 5.4333 0.00 0.00 0.00 0.376
H 1.4436 2.4112 -1.5011 -0.02 -0.07 -0.04 0.351
```
Positions in Å, forces in eV/Å.



2.
Formula: C54H45F9
Source: OMol25
Level of theory: the ωB97M-V functional and the def2-TZVPD basis

Calculated values
Structure (SMILES) ... Fc1ccccc1.Fc1ccccc1.Fc1ccccc1.Fc1ccccc1.Fc1ccccc1.Fc1ccccc1.Fc1ccccc1.Fc1ccccc1.Fc1ccccc1
Frontier orbital gap ... 9.763 eV
DFT total energy ... -81182.9097 eV
Net charge ... 0
Energy relative to the best compared isomer or geometry (same formula, charge and spin) ... 51.3 kcal/mol

The geometry in XYZ format:
```
108
Properties=species:S:1:pos:R:3:forces:R:3:mulliken_charge:R:1
F 8.2932 13.6783 16.5877 -1.40 -0.06 1.98 -0.314
F 18.2335 13.6184 11.1921 -0.17 -0.38 0.16 -0.320
F 11.2864 25.8442 9.0381 -0.88 0.34 -0.48 -0.315
F 14.4222 15.5380 15.1285 0.44 0.94 -0.23 -0.300
F 12.2263 17.5823 10.8093 0.51 -0.20 0.42 -0.040
F 7.8645 18.2468 11.3788 0.14 -0.38 0.14 -0.364
F 16.1121 21.6876 10.5340 0.22 -0.20 0.16 -0.199
F 13.2918 11.2819 15.8718 0.17 0.18 -0.32 -0.382
F 17.9892 21.5423 14.5406 -0.42 -0.05 -0.33 -0.364
C 14.4116 16.8572 14.7445 -0.94 0.35 -0.19 0.486
C 8.6431 19.7403 13.0524 -1.30 -1.74 -0.17 -0.273
C 13.0741 24.5840 9.8184 -0.28 1.85 1.20 -0.674
C 15.1093 21.7051 8.3993 -0.56 0.26 0.24 -0.476
C 14.1510 14.2108 9.4974 1.03 -0.85 -0.15 -0.655
C 12.7001 10.6820 13.7100 0.12 0.27 -1.50 -0.882
C 18.0487 14.8043 14.5911 0.29 0.23 0.41 -0.523
C 14.2790 19.5227 13.9602 -0.56 -0.03 -0.20 -0.465
C 19.3922 14.8924 14.8728 1.19 -1.06 -0.29 -0.757
C 18.6150 13.9185 12.4635 -0.90 0.70 -1.32 0.593
C 12.2103 25.6599 9.9660 0.88 -1.04 0.28 0.400
C 12.9094 16.4841 10.3907 -1.45 -0.17 -1.63 0.514
C 12.3120 26.4563 11.0742 -1.35 1.49 -0.45 -0.720
C 17.2865 24.9967 15.1467 -0.48 1.69 0.98 -0.124
C 8.2659 14.8621 14.5426 -1.36 1.36 0.68 -0.653
C 8.9161 15.1325 13.3661 -0.44 0.22 -0.09 -0.177
C 14.3142 25.2922 11.7702 0.00 0.14 0.52 -0.591
C 15.5799 17.5864 14.5836 -0.09 -0.39 0.59 -0.441
C 14.9368 11.5799 14.2006 -0.93 -0.54 -0.87 -0.828
C 10.0465 21.1291 11.1758 0.37 -0.97 -2.46 -0.360
C 12.2890 15.7477 9.3703 1.01 -0.57 -0.59 -0.731
C 17.4398 25.5722 13.8793 0.34 -1.10 0.69 -0.858
C 12.9864 14.6048 8.9237 -1.88 0.43 0.26 -0.404
C 13.6397 11.2056 14.5502 0.43 -0.19 1.70 0.967
C 17.3802 23.6180 15.3714 -0.35 0.47 0.20 -0.609
C 9.3511 19.9676 10.7692 -0.30 0.09 -0.21 -0.499
C 15.1563 21.2369 9.7082 -0.70 -0.39 -1.42 -0.117
C 15.5340 18.9390 14.2124 -3.57 -1.66 0.19 -0.880
C 12.9983 20.5384 8.0209 0.85 -0.11 0.75 -1.030
C 19.9595 13.9071 12.7243 -0.53 -0.78 -0.11 -0.829
C 13.0425 10.6475 12.3655 0.10 -0.34 -0.27 -0.021
C 14.3213 10.9094 11.9334 0.21 0.79 0.68 -0.849
C 13.1158 20.0512 9.3216 -0.85 -0.14 -0.20 -0.305
C 17.6603 14.3896 13.3252 -1.05 0.09 0.43 0.088
C 8.8567 14.0378 15.4764 0.92 -0.33 -1.94 0.288
C 15.2559 11.3708 12.8420 1.09 0.71 1.18 -0.101
C 14.0150 21.3803 7.5797 0.19 0.19 -0.16 -0.384
C 10.0527 21.5565 12.4461 -0.33 0.97 2.52 -0.482
C 17.9295 23.3732 13.0170 0.21 -2.68 -0.05 -0.386
C 17.7075 22.8464 14.3041 0.76 -0.45 -1.07 0.798
C 14.1847 20.3573 10.1479 0.01 0.65 0.39 -0.038
C 14.1086 24.4344 10.7029 0.92 -0.90 0.18 0.318
C 14.1723 16.1768 10.8742 -1.43 0.72 -0.28 -0.621
C 10.0484 13.4407 15.1792 1.30 -0.57 -0.96 -0.333
C 9.2874 20.8682 13.4236 1.70 1.03 0.29 -0.536
C 13.0843 18.7605 14.0779 1.89 0.35 -0.49 -0.354
C 13.3522 26.2693 11.9353 0.47 0.59 1.85 -0.231
C 10.6641 13.6609 13.9383 1.71 -0.67 0.51 -0.006
C 10.0969 14.4966 13.0377 -0.66 1.30 -1.95 -0.780
C 8.6811 19.2492 11.7343 -0.09 1.74 0.06 0.497
C 13.1670 17.4283 14.4946 -0.03 0.80 -0.37 -0.456
C 20.3324 14.3927 13.9334 -0.03 0.92 1.27 -0.271
C 14.7786 15.0430 10.4221 0.08 -0.91 -0.33 -0.275
C 17.8178 24.6929 12.8406 -0.17 2.95 0.36 -0.269
H 12.2520 16.8840 14.5738 -0.28 -0.64 0.10 0.558
H 12.1443 20.2003 7.4420 0.19 0.46 -0.19 0.434
H 10.6164 21.6307 10.3882 -0.23 0.14 0.38 0.445
H 9.2062 19.7425 9.6987 0.38 -0.09 0.71 0.381
H 17.3099 26.6463 13.7111 0.26 -0.49 0.14 0.458
H 12.4861 13.9616 8.2054 0.19 0.15 -0.11 0.352
H 16.5957 14.4814 13.0916 0.42 -0.39 -0.33 0.394
H 16.4743 17.0537 14.8724 0.38 0.32 -0.30 0.219
H 14.1690 20.5838 13.6203 0.39 -1.06 0.37 0.470
H 11.3991 15.9815 8.7567 0.37 0.40 1.17 0.375
H 15.5894 11.9828 14.9791 -0.05 -0.18 -0.52 0.478
H 18.1695 25.1498 11.9381 -0.34 -0.01 -0.72 0.383
H 14.5546 13.2389 9.1618 0.19 0.77 0.41 0.352
H 12.2551 19.4972 9.6944 0.55 -0.12 0.15 0.684
H 20.6230 13.4022 12.0471 0.30 0.25 -0.28 0.441
H 14.7220 23.5632 10.5151 0.33 0.23 0.31 0.147
H 7.3191 15.4114 14.7186 0.63 -0.67 0.23 0.348
H 14.2103 20.0749 11.1816 -0.09 -0.41 0.34 0.568
H 12.3255 10.4190 11.6070 -0.57 -0.40 -0.12 0.407
H 21.3855 14.4121 14.1206 0.41 0.06 0.53 0.366
H 15.7413 14.7840 10.7852 0.74 -0.21 0.31 0.630
H 18.1801 22.7503 12.1317 -0.01 0.19 1.07 0.296
H 7.9796 19.2347 13.7449 0.18 -0.17 0.09 0.407
H 13.3392 26.8992 12.8389 0.35 -0.24 -0.51 0.332
H 10.4980 12.7180 15.8374 0.01 0.03 0.43 0.495
H 17.3212 15.0558 15.3644 0.07 0.04 -0.41 0.454
H 15.1316 25.2296 12.5111 -0.53 -0.30 -0.72 0.296
H 10.4546 14.7105 12.0128 0.40 -0.34 0.87 0.356
H 16.3642 19.5063 14.0874 2.58 1.43 -0.19 0.750
H 13.9419 21.8614 6.6087 0.14 -0.19 0.00 0.382
H 11.6145 27.2946 11.2606 0.33 -0.70 -0.29 0.395
H 14.5947 16.8843 11.5404 0.60 0.32 0.74 0.508
H 10.5541 22.4833 12.7574 -0.04 -0.51 -0.35 0.441
H 8.4587 15.8741 12.7271 0.06 -0.12 -0.34 0.443
H 12.1939 19.2319 13.6696 -0.25 -0.36 0.56 0.425
H 17.1454 25.6854 16.0353 -0.14 -0.97 -1.16 0.272
H 11.6720 13.2561 13.6740 -1.10 -0.04 0.56 0.312
H 9.3398 21.1804 14.4896 -0.37 -0.14 -0.99 0.346
H 12.9669 23.9101 9.0519 -0.34 -1.41 -1.83 0.640
H 11.7124 10.3591 13.9617 -0.28 0.12 0.69 0.437
H 15.8444 22.4303 8.0869 0.12 0.00 -0.18 0.431
H 19.7583 15.1701 15.8516 -0.10 0.23 -0.02 0.395
H 17.1579 23.1195 16.3170 0.35 0.44 -0.13 0.412
H 16.2696 11.6333 12.5222 -0.37 -0.13 -0.03 0.336
H 14.5730 10.9013 10.8998 0.11 -0.23 -0.64 0.450
```
Positions in Å, forces in eV/Å.